[1]
One molecule with the formula C19H27BO6S, computed with ωB97M-V with the def2-TZVPD basis set.

Positions of all 54 atoms, in Å:
C  0.0121  -1.3309  3.1990
C  -0.5301  -0.8288  2.1005
C  -1.1344  0.0888  0.8928
C  -2.3110  1.1272  1.2114
C  -1.9654  2.4202  2.0823
C  -0.8816  2.2575  3.2562
C  -1.5751  1.4261  4.4646
C  -0.4973  3.7232  3.8809
O  -1.9022  -0.9756  0.1740
S  -2.0448  -0.6816  -1.5012
O  -1.7851  -1.9260  -2.3289
O  -3.2355  0.1578  -1.9552
O  -0.5333  0.1026  -1.6075
C  -0.0167  0.4457  -0.2558
C  1.3627  -0.4602  -0.2522
C  1.1427  -1.9191  -0.9552
C  0.5052  -3.1694  -0.2468
C  0.3190  -4.5019  -1.0887
C  0.7458  -4.6463  -2.6103
C  0.4462  -6.0540  -3.3407
C  1.4348  -3.3951  -3.3071
C  1.6181  -2.0684  -2.4763
B  0.4227  2.0000  -0.4828
O  -0.6520  2.9260  -0.8967
O  1.7505  2.5567  -0.3658
C  2.1862  3.1652  -1.6162
C  2.6941  2.1231  -2.7425
H  0.4020  -1.9215  4.1147
H  -3.1867  0.5552  1.7303
H  -2.7550  1.4964  0.1970
H  -2.9574  2.7722  2.5920
H  -1.6312  3.3357  1.4377
H  0.1076  1.7519  2.8936
H  -0.8326  0.7355  5.0065
H  -2.0403  2.1473  5.2378
H  -2.4406  0.7739  4.0472
H  0.3419  3.5912  4.6739
H  -0.1094  4.4018  3.0342
H  -1.4040  4.2116  4.4090
H  1.8501  -0.5288  0.7858
H  2.1469  0.0715  -0.9346
H  0.1759  -3.1413  0.8501
H  -0.1779  -5.3862  -0.5270
H  1.2721  -6.8467  -3.2030
H  -0.5744  -6.4445  -2.9286
H  0.2357  -5.8141  -4.4638
H  1.7738  -3.4924  -4.4137
H  2.1038  -1.1570  -3.0166
H  -0.8361  2.8271  -1.8628
H  3.1017  3.8407  -1.3553
H  1.4172  3.8611  -2.1124
H  3.8362  1.9359  -2.6339
H  2.5752  2.6684  -3.7699
H  2.0764  1.1575  -2.8278

Calculated values
- SMILES = C#C[C@]1(CCC(C)C)OS(=O)(=O)O[C@@]1(Cc1ccc(C)cc1)B(O)OCC
- E_HOMO (eV) = -8.1835

Atomic partial charges in e from the Mulliken method, atoms 1 to 6: -1.10, -0.98, 2.12, -0.56, -0.92, 0.85

[2]
A 14-piece molecular cluster, C19H27Cl39O3Si overall, computed with ωB97M-V with the def2-TZVPD basis set.

Positions of all 89 atoms, in Å:
O  -1.6937  3.7104  -2.4530
C  -1.3728  3.4018  -1.3912
O  -0.0525  3.2203  -1.0823
C  -2.3657  3.2350  -0.2680
C  -2.0761  2.0364  0.6577
Si  -0.8331  2.3630  2.0631
C  -0.3405  4.1764  2.2955
C  1.1703  4.3830  1.9579
C  1.3866  5.4764  0.9443
O  1.1353  6.7686  1.5301
H  0.3452  2.5711  -1.6778
H  -2.5101  4.1824  0.2488
H  -3.3033  3.0279  -0.7741
H  -1.7042  1.2360  0.0255
H  -3.0114  1.7163  1.1085
H  0.3660  1.5389  1.7941
H  -1.4619  1.9000  3.3239
H  -0.4154  4.4103  3.3515
H  -0.9697  4.8977  1.7772
H  1.7203  4.6492  2.8588
H  1.6395  3.4758  1.5773
H  0.7595  5.3753  0.0576
H  2.4285  5.4294  0.6111
H  1.7580  7.3619  1.0983
C  3.1135  1.3822  -1.8561
Cl  1.7162  0.7098  -2.7110
Cl  3.1903  0.7607  -0.2068
Cl  4.6085  1.0280  -2.7225
H  2.9961  2.4581  -1.8075
C  1.0140  6.3632  5.3563
Cl  -0.3509  7.1003  6.1979
Cl  2.5399  7.0522  5.9173
Cl  1.0095  4.6106  5.5720
H  0.9151  6.5747  4.2960
C  -1.1333  -2.0393  -3.7226
Cl  -2.7639  -2.7173  -3.6624
Cl  -1.1310  -0.3402  -3.2284
Cl  -0.0331  -2.9830  -2.7174
H  -0.7854  -2.0996  -4.7499
C  -1.9327  -6.2873  -2.7709
Cl  -3.3546  -6.9279  -3.6046
Cl  -1.9140  -6.7888  -1.0780
Cl  -0.4548  -6.7952  -3.5884
H  -1.9820  -5.2055  -2.8023
C  7.2959  -0.4363  -0.6270
Cl  8.4401  -0.0971  -1.9314
Cl  6.7122  -2.0991  -0.7238
Cl  8.0276  -0.1216  0.9494
H  6.4469  0.2253  -0.7431
C  -4.4502  -10.0677  0.1378
Cl  -3.2309  -11.3324  0.3241
Cl  -4.2418  -9.2218  -1.3967
Cl  -6.0753  -10.7469  0.2632
H  -4.3215  -9.3531  0.9392
C  -5.0668  0.0320  -1.9978
Cl  -3.6420  -0.4398  -1.0762
Cl  -6.2800  -1.2539  -1.9703
Cl  -5.7477  1.5375  -1.3767
H  -4.7670  0.1931  -3.0264
C  4.1342  1.9096  4.5109
Cl  2.5030  1.2382  4.5253
Cl  4.5959  2.3871  2.8739
Cl  4.2505  3.2808  5.6182
H  4.8206  1.1437  4.8483
C  9.9616  1.0167  -5.8914
Cl  9.0032  2.4973  -5.8233
Cl  11.5166  1.3139  -6.6698
Cl  10.1884  0.3469  -4.2738
H  9.4201  0.2907  -6.4838
C  -9.2146  0.5725  -0.0926
Cl  -9.8561  2.0142  -0.8831
Cl  -8.5455  0.9735  1.4903
Cl  -10.4611  -0.6692  0.0504
H  -8.4140  0.1791  -0.7065
C  -0.2136  -4.5409  -7.4160
Cl  1.1504  -4.9772  -6.3896
Cl  -1.4125  -5.8314  -7.4504
Cl  -0.9496  -3.0404  -6.8384
H  0.1500  -4.3853  -8.4234
C  4.6214  0.6649  8.2627
Cl  3.0834  0.0630  7.6429
Cl  4.9174  0.0696  9.8966
Cl  5.9513  0.2108  7.1888
H  4.5712  1.7459  8.2989
C  -6.1058  -6.1958  1.6994
Cl  -7.5227  -6.8393  0.8697
Cl  -6.0963  -6.6907  3.3938
Cl  -4.6243  -6.7135  0.8889
H  -6.1510  -5.1150  1.6617

Calculated values
- E_HOMO (eV) = -10.3687

Atomic partial charges in e from the Mulliken method, atoms 1 to 6: -0.56, 0.28, 0.04, -0.01, -0.53, 0.17

[3]
C19H27Cl3EuNO12P2S4 as an isolated structure, computed with ωB97M-V with the def2-TZVPD basis set.

Positions of all 69 atoms, in Å:
Eu  0.7177  0.1467  0.8907
C  -1.5153  -3.4125  0.7619
C  -0.2716  -4.0464  0.1912
S  1.2193  -2.9790  0.3943
C  2.0746  -3.3833  -1.1971
C  2.9260  -2.2883  -1.8373
S  1.9569  -0.7637  -2.1402
C  1.4052  -1.3078  -3.7837
C  0.1477  -0.6632  -4.3965
S  -1.4066  -0.8226  -3.4198
C  -1.5124  -2.5081  -2.7845
C  -2.5427  -2.5399  -1.6654
S  -2.0073  -1.8483  -0.0579
H  -1.3978  -3.0854  1.8162
H  -2.3556  -4.1104  0.6966
H  -0.3595  -4.2380  -0.8777
H  -0.0439  -4.9946  0.6976
H  1.2916  -3.6462  -1.9176
H  2.6254  -4.3016  -1.0271
H  3.3142  -2.6389  -2.8110
H  3.7931  -1.9775  -1.2967
H  1.1719  -2.3663  -3.6898
H  2.2022  -1.2461  -4.5248
H  0.0838  -1.0641  -5.3961
H  0.2826  0.4301  -4.5116
H  -0.5438  -2.7550  -2.3861
H  -1.7958  -3.1813  -3.5954
H  -2.8528  -3.5714  -1.4731
H  -3.4355  -1.9750  -1.9423
C  1.0193  0.8936  4.4431
C  -0.5276  0.7703  4.3355
O  -0.9890  1.0605  5.6453
P  -1.3896  1.8074  3.1064
O  -2.8902  1.7192  3.4654
O  -0.9640  3.3082  3.2142
O  -1.1002  1.2910  1.7435
P  -1.1075  -0.9109  3.8671
O  -0.4625  -1.8928  4.9855
O  -2.5935  -0.9373  4.0346
O  -0.4409  -1.3065  2.5620
H  1.3043  1.9342  4.2522
H  1.6649  -0.8423  3.7362
H  1.2719  0.6660  5.4585
H  -1.9290  0.9037  5.6890
H  -3.0622  0.7391  3.6296
H  -0.2659  3.4875  2.5439
H  -1.1378  -2.3964  5.4280
Cl  3.4389  4.3595  -0.3260
C  1.9121  4.1520  -1.0359
C  1.3171  5.1628  -1.7866
C  0.0752  4.9776  -2.2922
Cl  -0.7277  6.2766  -3.0988
C  -0.6440  3.7918  -2.0053
C  -2.0504  3.6526  -2.2536
C  -2.6313  2.5274  -1.8408
C  -1.8804  1.4834  -1.2524
N  -0.6148  1.5670  -0.9548
C  -0.0047  2.7544  -1.2892
C  1.2936  2.9774  -0.7791
O  1.9498  2.0312  -0.1044
H  1.8800  6.0562  -1.9909
H  -2.6228  4.4355  -2.7224
H  -3.7113  2.3721  -1.9690
H  -2.3645  0.5492  -0.9820
O  5.1081  0.4250  -0.3328
Cl  4.4806  -0.3097  0.8135
O  2.8988  -0.5755  0.5134
O  1.5707  2.0714  1.3106
O  1.7548  0.1064  3.5216

Calculated values
- multiplicity = 7
- E_HOMO (spin up / spin down) (eV) = -7.3002 / -7.3052

Atomic partial charges in e from the Mulliken method, atoms 1 to 6: 1.17, -0.56, -0.80, 0.14, -0.61, -1.04

[4]
A 2-piece molecular cluster, C19H27Cl4N2O3 overall, computed with ωB97M-V with the def2-TZVPD basis set.

Positions of all 55 atoms, in Å:
C  -5.0355  -3.0493  2.5183
C  -3.7056  -3.4174  2.8534
C  -2.2446  -3.6336  3.5679
C  -1.0029  -2.8217  2.8703
C  -1.3578  -1.3010  2.3709
C  -0.9885  -1.2145  0.7449
N  -2.0635  -1.6963  -0.2484
C  -1.8760  -1.6451  -1.7624
C  -0.4549  -1.0963  -2.4527
C  0.7945  -0.5710  -1.4730
C  2.2238  -0.0670  -2.0985
O  2.4173  1.3915  -2.1180
C  1.4245  2.0777  -2.9607
C  1.4160  1.6196  -4.5360
O  0.2877  2.2422  -5.3049
C  0.4592  3.7007  -5.3934
C  -0.7136  4.3577  -4.4013
C  0.4573  -0.6517  0.1630
C  1.6375  -0.1493  1.2017
C  2.7884  -1.2958  1.5018
C  4.1682  -0.4552  1.9083
N  4.1313  0.9553  2.5167
O  5.3743  -1.0191  1.7528
H  -6.1609  -2.9429  2.1973
H  -1.9905  -4.7937  3.4545
H  -2.2626  -3.4488  4.7468
H  -0.6197  -3.4314  1.9462
H  -0.1030  -2.7896  3.6467
H  -2.4468  -0.9403  2.6016
H  -0.6385  -0.5729  2.9854
H  -2.9687  -2.0752  0.1474
H  -2.7726  -2.0549  -2.4123
H  -0.3515  -1.0944  -3.6307
H  3.0744  -0.5021  -1.3829
H  2.3676  -0.6020  -3.1295
H  0.3216  2.0526  -2.5316
H  1.7302  3.2316  -2.9543
H  2.4170  1.8978  -5.1200
H  1.2750  0.4481  -4.6978
H  0.2493  4.1483  -6.4696
H  1.5187  4.0850  -5.0751
H  -0.1814  4.6154  -3.3813
H  -1.5196  3.5281  -4.1701
H  -1.2005  5.3122  -4.8763
H  1.2353  0.2464  2.2300
H  2.1759  0.7813  0.6845
H  2.9235  -1.9335  0.5144
H  2.4089  -1.9269  2.4191
H  4.2024  1.6595  1.7243
H  4.9680  1.1175  3.1299
C  -3.1577  0.7450  5.2365
Cl  -3.6210  -0.7890  4.4576
Cl  -4.2959  1.1071  6.5586
Cl  -1.5084  0.6022  5.8951
Cl  -3.2057  2.0595  4.0348

Calculated values
- E_HOMO (eV) = -12.0429
- net charge = +1

Atomic partial charges in e from the Mulliken method, atoms 1 to 6: -0.39, -0.21, -0.50, -0.48, 0.06, -0.27

The calculation returns the following max |F| values, one per record and in order: 0.1331, 0.0945, 0.0425, 0.1909 hartree/bohr.
The calculation returns the following E_tot values, one per record and in order: -1614.27320, -19202.79122, -6064.31510, -2915.28502 Ha.